# C33H88O11

A cluster of 11 separate species, C33H88O11 in total at a distorted geometry (ωB97M-V/def2-TZVPD, the OMol25 dataset).

Calculated values
E: -2137.69028 a.u.
SMILES string: CC(C)O.CC(C)O.CC(C)O.CC(C)O.CC(C)O.CC(C)O.CC(C)O.CC(C)O.CC(C)O.CC(C)O.CC(C)O
HOMO-LUMO gap: 9.9 eV
Energy relative to the best compared isomer or geometry (same formula, charge and spin): 55.5 kcal per mole
E_HOMO: -9.5 eV

CARTESIAN COORDINATES (ANGSTROEM)
C: 6.868 -3.042 -0.292
C: 6.303 -1.638 -0.176
C: 4.994 -1.283 -0.875
O: 6.166 -1.479 1.267
H: 6.870 -3.424 -1.347
H: 6.216 -3.714 0.269
H: 7.891 -3.114 0.112
H: 7.046 -0.938 -0.604
H: 5.037 -1.417 -1.948
H: 4.713 -0.259 -0.659
H: 4.173 -1.870 -0.513
H: 5.838 -0.605 1.467
C: 3.222 -0.345 2.808
C: 3.707 1.142 2.751
C: 4.194 1.655 4.157
O: 4.797 1.208 1.933
H: 2.904 -0.715 1.824
H: 2.371 -0.508 3.491
H: 3.975 -1.022 3.149
H: 2.831 1.725 2.454
H: 3.327 1.733 4.864
H: 4.621 2.632 3.991
H: 4.916 0.931 4.527
H: 5.315 2.000 1.991
C: -1.885 -4.430 2.156
C: -0.474 -4.863 2.476
C: 0.607 -4.112 1.691
O: -0.234 -4.717 3.877
H: -1.955 -3.376 2.438
H: -2.651 -4.971 2.758
H: -2.113 -4.525 1.085
H: -0.383 -5.935 2.318
H: 0.512 -4.392 0.633
H: 1.636 -4.393 1.999
H: 0.476 -3.028 1.824
H: 0.025 -3.800 4.007
C: 2.141 -3.813 -2.159
C: 3.408 -4.632 -1.931
C: 3.197 -5.936 -1.129
O: 3.767 -4.894 -3.323
H: 2.346 -2.894 -2.696
H: 1.750 -3.578 -1.184
H: 1.416 -4.446 -2.739
H: 4.230 -4.018 -1.575
H: 2.536 -6.558 -1.734
H: 2.730 -5.698 -0.170
H: 4.090 -6.470 -0.896
H: 4.611 -5.378 -3.325
C: -2.265 3.914 -4.820
C: -2.218 3.147 -3.494
C: -3.490 2.510 -2.984
O: -1.227 2.158 -3.718
H: -2.442 3.095 -5.533
H: -1.247 4.278 -4.979
H: -3.050 4.677 -4.860
H: -1.789 3.755 -2.676
H: -3.910 1.777 -3.685
H: -4.278 3.302 -2.897
H: -3.412 2.098 -1.976
H: -1.251 1.521 -2.967
C: 0.073 4.783 3.641
C: 0.616 3.650 2.803
C: 0.279 2.352 3.381
O: -0.027 3.725 1.544
H: 0.487 4.750 4.645
H: -1.016 4.763 3.643
H: 0.355 5.729 3.148
H: 1.687 3.831 2.690
H: 0.675 2.297 4.398
H: 0.721 1.505 2.825
H: -0.775 2.139 3.380
H: 0.404 4.344 0.964
C: -2.065 -3.770 -1.809
C: -2.537 -4.068 -3.250
C: -2.549 -2.825 -4.146
O: -1.709 -5.114 -3.672
H: -1.350 -2.935 -1.782
H: -1.538 -4.640 -1.329
H: -2.922 -3.539 -1.144
H: -3.541 -4.502 -3.183
H: -3.199 -2.026 -3.724
H: -2.929 -3.026 -5.156
H: -1.522 -2.431 -4.232
H: -1.528 -5.118 -4.637
C: 3.264 2.677 -0.478
C: 2.809 3.979 -1.072
C: 1.416 3.740 -1.763
O: 2.768 4.927 0.006
H: 3.276 1.943 -1.269
H: 2.554 2.311 0.287
H: 4.273 2.728 -0.088
H: 3.542 4.351 -1.817
H: 1.022 4.581 -2.387
H: 0.682 3.339 -1.091
H: 1.657 3.027 -2.592
H: 2.636 5.798 -0.369
C: -6.039 0.798 -1.134
C: -4.834 0.299 -0.355
C: -5.287 -0.473 0.875
O: -4.053 -0.614 -1.136
H: -6.579 1.538 -0.605
H: -6.726 -0.034 -1.308
H: -5.758 1.210 -2.078
H: -4.146 1.112 -0.110
H: -4.421 -0.681 1.543
H: -5.750 -1.436 0.627
H: -6.026 0.102 1.467
H: -4.556 -1.374 -1.492
C: -1.002 -0.716 0.721
C: -0.509 0.306 -0.331
C: 0.911 -0.095 -0.846
O: -1.327 0.255 -1.563
H: -1.231 -1.678 0.224
H: -1.908 -0.402 1.206
H: -0.259 -0.806 1.491
H: -0.612 1.286 0.049
H: 1.636 -0.083 -0.022
H: 1.278 0.598 -1.603
H: 0.969 -1.099 -1.313
H: -2.233 -0.089 -1.379
C: -5.448 4.850 2.037
C: -4.920 3.403 2.113
C: -3.410 3.255 1.879
O: -5.236 2.793 3.379
H: -5.243 5.199 1.037
H: -4.802 5.500 2.631
H: -6.508 4.950 2.303
H: -5.435 2.783 1.376
H: -3.153 3.581 0.875
H: -3.136 2.183 2.033
H: -2.854 3.893 2.537
H: -4.877 3.382 4.056



# C33H88O33S11

A cluster of 11 separate species, C33H88O33S11 in total at a distorted geometry (ωB97M-V/def2-TZVPD, the OMol25 dataset).

Calculated values
E: -8172.67089 a.u.
SMILES string: CCOS(C)(=O)=O.CCOS(C)(=O)=O.CCOS(C)(=O)=O.CCOS(C)(=O)=O.CCOS(C)(=O)=O.CCOS(C)(=O)=O.CCOS(C)(=O)=O.CCOS(C)(=O)=O.CCOS(C)(=O)=O.CCOS(C)(=O)=O.CCOS(C)(=O)=O
HOMO-LUMO gap: 10.8 eV
Energy relative to the best compared isomer or geometry (same formula, charge and spin): 209.0 kcal per mole
E_HOMO: -10.6 eV

CARTESIAN COORDINATES (ANGSTROEM)
C: -2.103 -24.287 -10.963
C: -1.722 -24.453 -12.395
O: -0.329 -24.831 -12.544
S: 0.789 -23.883 -13.351
C: 1.753 -25.339 -14.066
O: 0.186 -23.234 -14.518
O: 1.492 -23.120 -12.403
H: -1.750 -23.378 -10.477
H: -2.007 -25.179 -10.344
H: -3.183 -24.151 -10.911
H: -2.211 -25.252 -12.952
H: -1.808 -23.566 -13.022
H: 2.568 -24.863 -14.611
H: 1.088 -25.788 -14.803
H: 2.064 -25.992 -13.251
C: 2.914 -13.080 -6.425
C: 3.151 -14.568 -6.638
O: 3.533 -15.155 -5.324
S: 2.764 -16.557 -4.859
C: 1.166 -15.766 -4.566
O: 2.585 -17.568 -5.931
O: 3.280 -16.951 -3.563
H: 2.150 -12.673 -7.089
H: 3.890 -12.607 -6.318
H: 2.560 -12.908 -5.409
H: 2.210 -15.062 -6.882
H: 3.868 -14.739 -7.441
H: 0.596 -15.593 -5.479
H: 1.417 -14.813 -4.102
H: 0.604 -16.528 -4.025
C: 12.575 -23.534 -10.690
C: 11.106 -24.111 -10.864
O: 11.108 -24.964 -11.941
S: 10.893 -24.223 -13.474
C: 9.023 -23.963 -13.256
O: 11.564 -22.892 -13.489
O: 11.127 -25.218 -14.597
H: 12.785 -22.994 -11.614
H: 13.329 -24.320 -10.701
H: 12.626 -22.911 -9.798
H: 10.971 -24.631 -9.915
H: 10.309 -23.377 -10.748
H: 8.935 -23.623 -12.223
H: 8.413 -24.865 -13.240
H: 8.695 -23.188 -13.949
C: 0.981 -28.985 -6.469
C: -0.506 -28.936 -6.429
O: -0.983 -28.609 -5.105
S: -1.758 -27.186 -4.823
C: -3.506 -27.622 -5.358
O: -1.694 -26.949 -3.377
O: -1.206 -26.273 -5.752
H: 1.382 -29.891 -6.016
H: 1.494 -28.094 -6.107
H: 1.141 -28.885 -7.543
H: -0.987 -28.470 -7.288
H: -0.804 -29.968 -6.614
H: -3.585 -28.071 -6.349
H: -4.164 -26.772 -5.181
H: -3.837 -28.336 -4.604
C: 6.907 -29.581 4.870
C: 6.049 -29.535 3.624
O: 6.842 -29.114 2.495
S: 7.300 -30.281 1.378
C: 8.521 -31.261 2.390
O: 6.202 -31.173 1.155
O: 8.142 -29.620 0.398
H: 7.352 -30.573 4.795
H: 6.264 -29.509 5.747
H: 7.718 -28.865 5.003
H: 5.745 -30.573 3.486
H: 5.216 -28.912 3.952
H: 7.909 -32.059 2.812
H: 8.933 -30.660 3.201
H: 9.253 -31.670 1.694
C: 8.101 -29.465 -11.894
C: 7.357 -30.141 -13.058
O: 8.261 -30.235 -14.246
S: 7.621 -29.870 -15.718
C: 9.108 -29.713 -16.792
O: 6.904 -31.054 -16.157
O: 6.965 -28.573 -15.622
H: 9.150 -29.753 -11.822
H: 7.591 -29.567 -10.936
H: 8.227 -28.388 -12.002
H: 7.247 -31.197 -12.810
H: 6.421 -29.675 -13.367
H: 9.845 -29.375 -16.063
H: 8.951 -28.963 -17.567
H: 9.379 -30.677 -17.223
C: -5.542 -21.957 -2.601
C: -5.371 -20.607 -3.251
O: -4.038 -20.213 -3.635
S: -3.086 -20.889 -4.751
C: -1.832 -21.486 -3.566
O: -3.800 -22.038 -5.337
O: -2.539 -19.806 -5.548
H: -4.886 -22.058 -1.737
H: -5.313 -22.816 -3.231
H: -6.581 -22.102 -2.305
H: -5.984 -20.519 -4.148
H: -5.643 -19.814 -2.554
H: -2.443 -22.056 -2.867
H: -1.219 -20.719 -3.092
H: -1.252 -22.058 -4.291
C: 6.753 -27.515 -5.862
C: 6.954 -26.128 -6.542
O: 5.674 -25.546 -6.632
S: 5.256 -24.800 -8.051
C: 3.794 -23.877 -7.353
O: 6.258 -23.816 -8.461
O: 4.869 -25.826 -9.009
H: 6.360 -28.253 -6.561
H: 6.095 -27.630 -5.001
H: 7.758 -27.895 -5.674
H: 7.638 -25.545 -5.925
H: 7.326 -26.191 -7.565
H: 3.216 -23.493 -8.193
H: 4.093 -23.296 -6.480
H: 3.182 -24.622 -6.846
C: 6.776 -23.220 -1.350
C: 6.802 -24.792 -1.292
O: 5.672 -25.268 -2.122
S: 4.186 -25.247 -1.406
C: 3.758 -27.074 -1.285
O: 4.344 -24.661 -0.066
O: 3.298 -24.655 -2.408
H: 7.508 -22.783 -0.671
H: 5.818 -22.848 -0.986
H: 6.916 -22.772 -2.333
H: 7.628 -25.260 -1.827
H: 6.697 -25.151 -0.268
H: 2.749 -27.268 -1.650
H: 3.796 -27.480 -0.274
H: 4.453 -27.645 -1.900
C: 6.362 -13.775 -12.737
C: 5.480 -15.028 -12.798
O: 6.340 -16.192 -12.959
S: 5.714 -17.665 -13.005
C: 5.245 -17.741 -11.178
O: 4.654 -17.724 -13.985
O: 6.835 -18.636 -13.036
H: 5.792 -12.847 -12.720
H: 7.115 -13.875 -13.519
H: 6.972 -13.861 -11.838
H: 4.870 -15.098 -11.896
H: 4.804 -14.785 -13.618
H: 6.146 -17.806 -10.568
H: 4.855 -18.757 -11.120
H: 4.443 -17.026 -10.994
C: 9.444 -33.559 -3.572
C: 9.773 -35.015 -3.125
O: 9.425 -35.066 -1.828
S: 9.702 -36.403 -0.919
C: 8.182 -37.262 -1.379
O: 10.857 -37.115 -1.498
O: 9.578 -36.079 0.531
H: 9.717 -32.860 -2.782
H: 8.405 -33.485 -3.893
H: 10.038 -33.240 -4.428
H: 9.283 -35.683 -3.832
H: 10.806 -35.337 -3.253
H: 7.499 -36.423 -1.246
H: 8.070 -37.887 -0.493
H: 8.354 -37.808 -2.306



# C33H88O39S8

A cluster of 17 separate species, C33H88O39S8 in total at a distorted geometry (ωB97M-V/def2-TZVPD, the OMol25 dataset).

Calculated values
E: -7429.99530 a.u.
HOMO-LUMO gap: 10.0 eV
E_HOMO: -10.3 eV

CARTESIAN COORDINATES (ANGSTROEM)
O: 2.537 3.259 5.569
S: 1.797 2.167 4.993
O: 2.369 1.214 4.098
O: 1.159 1.320 6.171
C: 1.852 1.273 7.445
C: 1.004 0.378 8.331
C: 0.324 2.853 4.309
H: 1.847 2.281 7.858
H: 2.864 0.891 7.322
H: 0.857 -0.601 7.870
H: -0.004 0.786 8.415
H: 1.464 0.283 9.311
H: -0.098 2.040 3.718
H: 0.599 3.547 3.515
H: -0.277 3.222 5.127
O: -5.295 0.840 -1.808
S: -5.889 2.132 -1.682
O: -6.155 2.910 -2.841
O: -7.234 2.015 -0.841
C: -8.234 1.113 -1.356
C: -9.311 1.857 -2.128
C: -5.006 3.080 -0.486
H: -8.682 0.639 -0.483
H: -7.792 0.327 -1.968
H: -8.862 2.487 -2.896
H: -9.937 2.468 -1.480
H: -9.953 1.142 -2.647
H: -5.519 4.032 -0.386
H: -3.976 3.208 -0.806
H: -5.105 2.497 0.428
O: 4.615 -1.755 2.032
S: 5.574 -2.735 1.624
O: 5.218 -4.114 1.605
O: 6.159 -2.368 0.200
C: 5.280 -2.470 -0.940
C: 6.091 -3.101 -2.079
C: 7.060 -2.447 2.519
H: 4.950 -1.488 -1.273
H: 4.469 -3.160 -0.724
H: 6.964 -2.475 -2.265
H: 5.462 -3.139 -2.966
H: 6.453 -4.077 -1.761
H: 6.799 -2.627 3.561
H: 7.192 -1.367 2.442
H: 7.888 -2.998 2.098
O: -4.605 -1.762 -5.635
S: -3.570 -0.790 -5.792
O: -3.328 0.146 -4.741
O: -2.225 -1.512 -6.192
C: -2.299 -2.882 -6.661
C: -0.913 -3.372 -6.985
C: -3.950 0.170 -7.243
H: -2.994 -2.987 -7.495
H: -2.707 -3.516 -5.873
H: -0.854 -4.433 -6.724
H: -0.132 -2.972 -6.335
H: -0.623 -3.259 -8.027
H: -4.490 -0.498 -7.909
H: -3.054 0.635 -7.636
H: -4.666 0.916 -6.899
O: 2.550 8.164 0.223
S: 2.046 6.845 0.168
O: 0.677 6.610 -0.129
O: 2.989 6.098 -0.869
C: 2.557 4.870 -1.470
C: 3.095 4.831 -2.894
C: 2.522 5.927 1.598
H: 1.479 4.681 -1.507
H: 2.918 4.048 -0.848
H: 2.594 5.645 -3.426
H: 2.835 3.903 -3.395
H: 4.158 5.059 -2.867
H: 1.915 6.289 2.430
H: 3.553 6.130 1.871
H: 2.311 4.881 1.391
O: 2.128 1.600 -0.460
S: 1.157 1.164 0.489
O: 0.537 2.096 1.395
O: -0.031 0.446 -0.268
C: -0.969 1.290 -0.970
C: -1.790 0.350 -1.856
C: 1.748 -0.236 1.384
H: -0.553 2.086 -1.584
H: -1.589 1.744 -0.198
H: -1.464 -0.675 -1.670
H: -1.545 0.573 -2.894
H: -2.858 0.426 -1.672
H: 1.968 -0.940 0.585
H: 0.925 -0.579 2.004
H: 2.594 0.096 1.972
O: -1.751 -4.581 -3.365
S: -2.494 -5.299 -2.378
O: -1.868 -5.639 -1.152
O: -3.821 -4.512 -2.030
C: -4.256 -3.441 -2.923
C: -4.438 -2.179 -2.124
C: -3.150 -6.826 -3.070
H: -5.157 -3.808 -3.416
H: -3.548 -3.268 -3.727
H: -3.637 -2.031 -1.402
H: -5.410 -2.059 -1.648
H: -4.400 -1.336 -2.819
H: -2.757 -6.931 -4.074
H: -4.224 -6.747 -2.941
H: -2.796 -7.610 -2.407
O: 0.669 -3.656 6.504
S: 1.930 -3.326 5.952
O: 3.107 -3.360 6.772
O: 2.149 -4.290 4.702
C: 3.526 -4.440 4.300
C: 4.216 -5.636 4.923
C: 1.828 -1.790 5.067
H: 4.099 -3.527 4.465
H: 3.444 -4.634 3.233
H: 3.781 -6.583 4.614
H: 4.160 -5.562 6.011
H: 5.272 -5.600 4.651
H: 0.760 -1.589 5.023
H: 2.259 -1.836 4.073
H: 2.315 -1.022 5.662
O: 1.553 0.654 -3.006
H: 1.393 1.594 -2.890
H: 1.022 0.407 -3.778
O: 0.076 -0.082 -5.355
H: -0.879 -0.167 -5.266
H: 0.316 -0.694 -6.055
O: -1.233 -0.199 3.988
H: -1.481 0.363 3.247
H: -1.044 -1.058 3.576
O: -0.706 -2.672 2.753
H: -0.176 -2.716 1.949
H: -1.242 -3.468 2.739
O: -1.730 4.369 -2.264
H: -2.217 3.809 -2.887
H: -0.905 4.578 -2.710
O: -2.963 2.858 -4.226
H: -2.822 1.912 -4.353
H: -3.677 3.090 -4.825
C: -4.515 3.428 3.800
C: -3.084 3.942 3.478
O: -2.527 2.919 2.684
C: -3.495 2.033 2.317
O: -3.301 1.140 1.563
O: -4.655 2.307 2.940
H: -5.239 4.201 3.564
H: -4.579 3.123 4.841
H: -2.547 4.077 4.418
H: -3.094 4.923 3.003
C: 5.520 2.032 2.663
C: 4.259 2.772 2.184
O: 4.568 3.219 0.869
C: 5.855 2.904 0.565
O: 6.349 3.089 -0.496
O: 6.451 2.267 1.592
H: 5.364 0.961 2.761
H: 5.939 2.505 3.545
H: 4.041 3.610 2.852
H: 3.357 2.172 2.218
C: 0.626 -2.497 -2.772
C: 2.035 -3.119 -2.761
O: 2.228 -3.552 -1.422
C: 1.081 -3.373 -0.725
O: 0.998 -3.504 0.458
O: 0.103 -2.885 -1.497
H: 0.061 -2.987 -3.561
H: 0.673 -1.417 -2.824
H: 2.795 -2.404 -3.071
H: 2.074 -3.983 -3.427



> Which of these has the lowest E_HOMO?

C33H88O33S11



> Which value of E does entry 1 give?

-2137.69028 a.u.